2 unconnected molecules or ions with the total composition CH2Br2O3 in a non-equilibrium geometry, computed with wB97M-V/def2-TZVPD.

Last column: Löwdin charge in e.
CARTESIAN COORDINATES (ANGSTROEM)
C1 -1.413 -0.077 0.515  -1.0102
O1 -0.906 -0.109 -0.646  0.0688
O2 1.839 0.556 -0.746  -0.5819
O3 -0.817 -0.080 1.531  0.0055
Br1 -3.368 -0.224 0.470  0.7076
Br2 2.097 -0.548 0.686  0.8123
H1 0.011 -0.234 -0.503  0.0026
H2 2.557 0.716 -1.306  -0.0046

Calculated values
- Total energy: -5412.99774 a.u.
- SMILES: O=C(O)Br.OBr
- Kohn-Sham gap: 9.3695 eV
- E_HOMO: -10.405 eV
- Net charge: 0
- Energy above the lowest of the compared OMol25 structures with the same formula, charge and spin: 193.8 kJ/mol



6 unconnected molecules or ions with the total composition C27H58O9 in a non-equilibrium geometry, computed with wB97M-V/def2-TZVPD.

Last column: Löwdin charge in e.
CARTESIAN COORDINATES (ANGSTROEM)
C1 4.265 -2.238 4.139  0.1109
C2 3.494 -2.372 3.230  -0.1406
C3 2.555 -2.532 2.126  -0.2075
C4 2.628 -1.380 1.114  -0.1672
C5 2.019 -0.051 1.586  -0.1119
C6 0.858 -0.189 2.550  -0.2059
O1 0.235 1.147 2.650  0.0923
C7 -0.790 1.209 1.799  -0.5627
O2 -1.414 2.189 1.523  0.1549
O3 -1.022 -0.010 1.252  0.0964
C8 -0.361 -0.978 2.073  -0.2361
C9 -1.197 -1.406 3.277  -0.0985
C10 -2.671 -1.590 2.922  -0.1938
O4 -2.859 -2.258 1.692  -0.1413
C11 -3.192 -3.630 1.766  -0.2787
C12 -4.177 -3.970 0.664  -0.0730
H1 4.978 -2.214 4.926  0.0204
H2 1.560 -2.672 2.547  0.1025
H3 2.795 -3.467 1.622  0.0993
H4 2.200 -1.687 0.162  0.1140
H5 3.687 -1.211 0.922  0.1142
H6 2.771 0.582 2.052  0.1261
H7 1.644 0.504 0.725  0.1291
H8 1.154 -0.385 3.577  0.1506
H9 -0.124 -1.832 1.447  0.1555
H10 -1.132 -0.617 4.023  0.1139
H11 -0.762 -2.335 3.645  0.1266
H12 -3.189 -2.101 3.738  0.1194
H13 -3.127 -0.603 2.824  0.1285
H14 -2.295 -4.248 1.645  0.1170
H15 -3.634 -3.877 2.735  0.1119
H16 -4.623 -4.949 0.838  0.0729
H17 -4.972 -3.227 0.643  0.0779
H18 -3.690 -3.990 -0.309  0.0737
C13 1.457 -1.961 7.874  -0.0597
C14 1.028 -0.774 7.028  -0.4940
C15 0.479 0.360 7.878  -0.0576
O5 0.064 -1.180 6.053  -0.0712
H19 0.602 -2.362 8.426  0.0814
H20 1.851 -2.758 7.243  0.0765
H21 2.224 -1.676 8.595  0.0806
H22 1.881 -0.416 6.449  0.1342
H23 -0.405 0.026 8.429  0.0817
H24 0.182 1.200 7.250  0.0809
H25 1.219 0.708 8.599  0.0810
H26 -0.712 -1.506 6.524  0.0930
C16 -4.816 3.415 -1.152  -0.0597
C17 -3.704 2.680 -1.887  -0.5088
C18 -3.943 1.176 -1.901  -0.0566
O6 -2.441 2.976 -1.305  -0.0577
H27 -4.857 3.087 -0.110  0.0817
H28 -4.628 4.489 -1.154  0.0774
H29 -5.789 3.229 -1.611  0.0764
H30 -3.644 3.047 -2.913  0.1141
H31 -3.960 0.787 -0.879  0.0803
H32 -3.139 0.669 -2.434  0.0779
H33 -4.892 0.928 -2.381  0.0762
H34 -2.455 2.663 -0.390  0.0533
C19 -1.630 4.003 -4.916  -0.0596
C20 -1.428 5.026 -6.020  -0.4990
C21 -2.692 5.830 -6.281  -0.0600
O7 -0.989 4.388 -7.223  -0.0639
H35 -2.408 3.288 -5.199  0.0808
H36 -0.715 3.439 -4.740  0.0842
H37 -1.926 4.479 -3.981  0.0789
H38 -0.618 5.703 -5.744  0.1280
H39 -3.501 5.168 -6.602  0.0810
H40 -2.525 6.562 -7.072  0.0788
H41 -3.017 6.356 -5.382  0.0810
H42 -1.680 3.777 -7.502  0.0868
C22 2.295 -8.185 2.238  -0.0623
C23 2.834 -6.992 1.465  -0.4969
C24 4.323 -7.128 1.187  -0.0609
O8 2.568 -5.778 2.170  -0.0667
H43 2.796 -8.265 3.207  0.0814
H44 1.227 -8.070 2.424  0.0784
H45 2.456 -9.115 1.693  0.0801
H46 2.295 -6.897 0.522  0.1376
H47 4.880 -7.178 2.126  0.0820
H48 4.689 -6.266 0.629  0.0788
H49 4.537 -8.030 0.613  0.0801
H50 3.029 -5.818 3.016  0.0912
C25 3.236 4.458 -7.629  -0.0615
C26 2.877 5.709 -8.418  -0.5025
C27 2.391 6.823 -7.502  -0.0576
O9 1.894 5.412 -9.404  -0.0544
H51 2.355 4.082 -7.102  0.0768
H52 3.585 3.673 -8.300  0.0777
H53 4.017 4.662 -6.894  0.0774
H54 3.750 6.052 -8.976  0.1345
H55 1.490 6.505 -6.972  0.0659
H56 2.141 7.712 -8.082  0.0791
H57 3.149 7.090 -6.763  0.0788
H58 1.101 5.105 -8.944  0.0735

Calculated values
- Total energy: -1740.64808 a.u.
- SMILES: C#CCCC[C@H]1OC(=O)O[C@@H]1CCOCC.CC(C)O.CC(C)O.CC(C)O.CC(C)O.CC(C)O
- Kohn-Sham gap: 9.9941 eV
- E_HOMO: -9.566 eV
- Net charge: 0
- Energy above the lowest of the compared OMol25 structures with the same formula, charge and spin: 0.0 kJ/mol



7 unconnected molecules or ions with the total composition H14O7 in a non-equilibrium geometry, computed with wB97M-V/def2-TZVPD.

Last column: Löwdin charge in e.
CARTESIAN COORDINATES (ANGSTROEM)
H1 -2.762 -0.633 -0.652  0.0536
H2 -1.846 -1.769 0.193  0.0355
H3 -0.902 0.174 1.055  0.0179
H4 0.384 -0.405 1.447  0.0136
H5 0.389 1.791 0.769  0.0370
H6 1.055 3.234 0.592  0.0586
H7 -0.788 2.166 -0.918  0.0451
H8 -1.199 0.854 -0.507  -0.0074
H9 0.549 0.907 -1.632  -0.0317
H10 2.075 1.082 -1.385  0.0598
H11 1.613 -0.769 -0.503  0.0351
H12 2.265 -2.111 0.076  0.0485
H13 0.210 -2.035 0.394  0.0243
H14 -0.819 -2.464 1.459  0.0394
O1 -2.231 -0.831 0.118  -0.0992
O2 -0.109 0.401 1.575  -0.0324
O3 0.677 2.501 0.100  -0.0947
O4 -1.214 1.366 -1.334  -0.0813
O5 1.388 0.499 -1.723  -0.0353
O6 1.818 -1.320 0.295  -0.0511
O7 -0.555 -2.640 0.581  -0.0355

Calculated values
- Total energy: -535.08167 a.u.
- SMILES: O.O.O.O.O.O.O
- Kohn-Sham gap: 11.8617 eV
- E_HOMO: -11.359 eV
- Net charge: 0
- Energy above the lowest of the compared OMol25 structures with the same formula, charge and spin: 110.7 kJ/mol



2 unconnected molecules or ions with the total composition C5H8N in a non-equilibrium geometry, computed with wB97M-V/def2-TZVPD.

Last column: Löwdin charge in e.
CARTESIAN COORDINATES (ANGSTROEM)
C1 0.608 -0.421 1.376  -0.1225
C2 1.411 0.650 1.799  -0.1815
C3 1.673 1.896 1.424  0.0486
C4 -0.105 -1.244 0.982  0.0918
C5 -1.809 -1.039 -2.257  0.1499
N1 -0.997 -0.402 -1.599  0.2153
H1 2.490 2.332 1.887  0.0463
H2 1.276 2.421 0.557  0.0694
H3 -0.698 -2.056 0.840  0.0347
H4 1.988 0.383 2.752  0.1441
H5 -2.735 -1.476 -1.945  0.1314
H6 -1.839 -0.921 -3.338  0.1331
H7 -0.959 -0.379 -0.590  0.0744
H8 -0.305 0.258 -1.888  0.1651

Calculated values
- Total energy: -249.65911 a.u.
- Kohn-Sham gap: 7.6979 eV
- E_HOMO: -13.174 eV
- Net charge: +1
- Energy above the lowest of the compared OMol25 structures with the same formula, charge and spin: 435.9 kJ/mol